DFT (the ωB97M-V functional and the def2-TZVPD basis) results for a gas-phase ion, C16H25N2O (charge +1) in a non-equilibrium geometry.

charge: +1
SMILES string: CN(CC(C)(C)C=[N+]1CCOCC1)c1ccccc1
energy above the lowest of the compared OMol25 structures with the same formula, charge and spin: 4.903 eV
HOMO level: -0.3915 Eh
gap between HOMO and LUMO: 5.336 eV
LUMO energy: -5.3175 eV
electronic energy: -22014.683 eV

Geometry (Å):
O -4.11 -2.83 2.45
N 0.66 1.94 -0.65
N -1.56 -2.09 1.44
C -3.44 -1.72 3.05
C 0.52 0.72 0.06
C 1.71 -1.74 -0.40
C 1.91 2.56 -1.05
C 4.32 3.61 -2.16
C -2.37 -3.12 0.74
C 1.94 3.73 -1.90
C -3.86 -2.94 1.05
C -1.93 -1.81 2.86
C 4.34 2.46 -1.41
C -0.51 2.83 -0.77
C 0.28 -1.08 -0.17
C 3.09 4.18 -2.51
C -0.29 -1.73 1.08
C 3.16 1.96 -0.84
C -0.63 -1.22 -1.37
H 5.27 1.85 -1.27
H -2.06 -4.13 1.06
H -0.94 2.75 -1.79
H 5.27 4.02 -2.55
H 2.22 -1.44 -1.35
H -4.44 -3.84 0.78
H -1.56 -2.61 3.53
H 3.07 4.93 -3.33
H 0.98 4.21 -2.24
H -0.36 0.90 0.81
H 2.45 -1.51 0.40
H -1.64 -0.80 -1.21
H -0.22 -0.68 -2.24
H 3.13 0.97 -0.28
H -4.25 -2.04 0.52
H -0.17 3.90 -0.64
H -1.52 -0.87 3.19
H 1.39 0.61 0.80
H -3.79 -0.77 2.64
H -1.29 2.63 -0.01
H 0.41 -1.71 1.92
H 1.55 -2.89 -0.37
H -3.75 -1.81 4.10
H -2.24 -3.05 -0.34
H -0.73 -2.32 -1.62

Atomic partial charges in e from the Löwdin method, atoms 1 to 8: atom 1 (O): -0.1272, atom 2 (N): -0.1397, atom 3 (N): -0.0219, atom 4 (C): -0.1638, atom 5 (C): -0.0661, atom 6 (C): -0.0570, atom 7 (C): -0.1868, atom 8 (C): -0.0993



DFT (the ωB97M-V functional and the def2-TZVPD basis) results for 2 unconnected molecules or ions with the total composition C16H25N2O9PS in a non-equilibrium geometry.

charge: 0
SMILES string: CCOCCOC[C@@H]1C(=O)N[C@@H](S(C)(=O)=O)[C@@H]1[PH2]=N.O=C1C=C(O)C(=O)C=C1O
HOMO level: -0.3436 Eh
gap between HOMO and LUMO: 7.722 eV
LUMO energy: -1.6280 eV
electronic energy: -58518.730 eV

Geometry (Å):
S -2.71 3.31 -0.39
P -5.55 -0.40 -1.29
O -2.52 -1.25 1.35
O 3.81 -4.30 4.65
O 5.00 -0.15 1.56
O 2.88 -4.34 2.07
O -1.00 -2.00 -1.18
O 6.01 -0.15 4.11
O 2.24 -0.13 -1.23
O -3.30 4.64 0.19
O -1.33 3.12 0.31
N -6.87 0.50 -1.54
N -3.30 1.13 1.07
C -2.31 3.65 -2.22
C 3.38 1.82 0.11
C -2.56 0.00 -1.08
C 0.19 -1.61 -1.96
C 2.81 1.23 -1.33
C 4.93 -2.23 4.44
C 3.92 -2.25 1.75
C 0.81 -0.14 -1.58
C -4.02 0.74 -1.37
C 5.23 -1.20 3.65
C -3.89 1.87 -0.15
C 3.63 -3.28 2.54
C -2.73 -0.20 0.54
C -2.24 -1.45 -1.78
C 4.73 -1.12 2.25
C 4.11 -3.34 3.94
H -2.23 -1.41 -2.95
H -3.85 1.22 -2.44
H -5.54 -1.04 0.02
H -0.06 -1.58 -3.13
H 3.58 -2.19 0.72
H 6.07 0.48 3.36
H 0.22 0.39 -0.69
H 5.29 -2.30 5.46
H 2.44 1.97 0.79
H -1.45 2.88 -2.51
H 4.13 1.08 0.62
H -4.93 2.40 -0.02
H 1.03 -2.41 -1.78
H -3.28 3.36 -2.81
H 2.80 -4.97 2.82
H 2.05 2.04 -1.74
H -4.19 0.90 1.59
H -1.95 4.75 -2.40
H 3.85 2.90 -0.04
H -7.37 0.16 -2.38
H -3.12 -2.20 -1.48
H -1.81 0.80 -1.50
H -5.41 -1.42 -2.32
H 3.73 1.14 -2.10
H 0.63 0.58 -2.52

Atomic partial charges in e from the Löwdin method, atoms 1 to 8: atom 1 (S): 0.7660, atom 2 (P): 0.7304, atom 3 (O): 0.0030, atom 4 (O): 0.1068, atom 5 (O): 0.0622, atom 6 (O): 0.0827, atom 7 (O): -0.1888, atom 8 (O): 0.0814



DFT (the ωB97M-V functional and the def2-TZVPD basis) results for a molecular structure, C16H25N2OTi in a non-equilibrium geometry.

charge: +1
energy above the lowest of the compared OMol25 structures with the same formula, charge and spin: 0.000 eV
HOMO level: -0.4177 Eh
gap between HOMO and LUMO: 8.055 eV
LUMO energy: -3.3112 eV
electronic energy: -45133.590 eV

Geometry (Å):
Ti 0.18 -0.36 -0.43
O -0.36 0.80 1.10
N 0.02 0.86 3.40
N -2.05 0.33 2.55
C -1.93 0.77 -2.18
C 2.07 -0.36 1.06
C 2.66 0.77 -0.87
C -0.77 0.68 2.32
C 0.27 -0.07 -3.11
C 2.38 0.93 0.51
C -0.40 0.71 -1.97
C 2.24 -1.33 0.02
C 2.49 -0.62 -1.19
C -2.33 -1.92 0.62
C 1.05 1.90 3.56
C -2.24 -1.96 -0.79
C 0.11 2.18 -1.88
C -0.22 -2.68 0.07
C -1.08 -2.33 1.16
C -0.91 -2.38 -1.16
H -2.15 1.52 -2.96
H 0.69 2.91 3.33
H -2.48 1.08 -1.29
H -0.41 0.54 4.26
H 2.52 1.84 1.09
H -0.87 -2.54 2.21
H -3.23 -1.74 1.20
H 0.64 -3.34 0.13
H -2.69 0.37 1.77
H 2.30 -2.41 0.17
H 0.20 -1.16 -3.00
H -2.37 0.09 3.46
H 1.33 0.19 -3.26
H 1.92 1.70 2.93
H 1.13 2.33 -2.29
H -2.36 -0.17 -2.54
H -0.55 2.83 -2.48
H 2.67 -1.11 -2.15
H -0.26 0.15 -4.05
H -0.56 -2.71 -2.14
H -3.05 -1.76 -1.50
H 1.35 1.88 4.61
H 1.94 -0.59 2.12
H 0.10 2.60 -0.86
H 2.98 1.55 -1.55

Atomic partial charges in e from the Löwdin method, atoms 1 to 8: atom 1 (Ti): 1.0850, atom 2 (O): -0.1081, atom 3 (N): 0.0480, atom 4 (N): 0.2126, atom 5 (C): -0.0912, atom 6 (C): -0.1567, atom 7 (C): -0.0845, atom 8 (C): -0.4942



DFT (the ωB97M-V functional and the def2-TZVPD basis) results for a molecular structure, C16H25N5OS2Ti in a non-equilibrium geometry.

charge: 0
energy above the lowest of the compared OMol25 structures with the same formula, charge and spin: 0.146 eV
HOMO level: -0.2146 Eh
gap between HOMO and LUMO: 5.789 eV
LUMO energy: -0.0513 eV
electronic energy: -71279.242 eV

Geometry (Å):
Ti 0.93 1.36 0.08
S 1.38 3.07 -1.49
S 1.10 -0.74 1.42
O 2.93 0.81 0.00
N -3.05 0.58 1.61
N 3.47 -0.33 0.45
N 1.54 0.73 -2.94
N -1.12 1.11 0.41
N -1.89 -1.05 0.53
C 1.07 -0.32 -3.71
C -4.35 0.17 1.15
C -1.19 -1.49 -0.68
C 4.74 -0.61 0.08
C 0.62 1.46 -2.03
C 4.56 -2.71 1.26
C 3.23 -2.44 1.50
C -0.75 1.51 -2.61
C -0.24 -0.39 -4.04
C -2.16 -2.01 1.60
C 5.29 -1.78 0.45
C -3.08 1.90 2.14
C 0.81 2.71 1.72
C -1.99 0.23 0.84
C -1.16 0.65 -3.54
C 2.70 -1.24 1.07
H 0.98 2.08 2.58
H -2.67 -2.81 1.04
H -2.81 -1.54 2.36
H -2.20 0.57 -3.86
H -0.30 -2.08 -0.54
H 2.58 -3.07 2.10
H -3.53 2.55 1.42
H -0.24 3.05 1.76
H -2.06 2.27 2.37
H -1.24 -2.34 2.03
H 5.21 0.14 -0.41
H -0.85 -0.58 -1.33
H 1.84 -0.89 -4.24
H -5.16 0.20 1.97
H -1.56 2.01 0.50
H 5.01 -3.56 1.74
H 1.48 3.56 1.56
H 6.28 -2.07 0.09
H -4.76 0.76 0.36
H -1.46 2.26 -2.18
H 2.41 0.50 -2.50
H -1.84 -2.16 -1.22
H -0.55 -1.15 -4.74
H -3.60 1.92 3.07
H -4.36 -0.85 0.81

Atomic partial charges in e from the Löwdin method, atoms 1 to 8: atom 1 (Ti): 0.5597, atom 2 (S): 0.5600, atom 3 (S): 0.7969, atom 4 (O): -0.2694, atom 5 (N): -0.1632, atom 6 (N): -0.1692, atom 7 (N): -0.0275, atom 8 (N): 0.0346